{
  "formula": "C4H12",
  "method": "ωB97M-V with the def2-TZVPD basis set",
  "symbols": ["H", "H", "H", "C", "H", "H", "H", "H", "H", "H", "C", "C", "H", "H", "C", "H"],
  "coordinates": [[-1.813, -1.501, 1.672], [2.329, 2.449, -1.401], [-1.494, -3.134, -0.646], [1.608, 1.744, -0.979], [2.163, 2.494, 0.984], [-0.517, -0.831, 0.965], [0.511, 2.927, 0.437], [0.810, 1.720, -1.709], [0.777, 1.285, 0.901], [-1.669, -1.378, -1.195], [-1.069, -1.773, 0.903], [-1.820, -2.100, -0.408], [2.087, 0.759, -0.920], [-0.311, -2.540, 1.059], [1.275, 2.150, 0.463], [-2.868, -2.270, -0.127]],
  "nbo_charge": [0.212, 0.198, 0.205, -0.606, 0.209, 0.202, 0.201, 0.205, 0.200, 0.212, -0.628, -0.619, 0.199, 0.211, -0.606, 0.206],
  "molar_mass_g_mol": 60.14,
  "smiles": "CC.CC",
  "e_above_lowest_kj_mol": 65.04,
  "lumo_ha": 0.04004,
  "e_tot_ev": -4341.854,
  "homo_lumo_gap_ev": 12.59
}